2 unconnected molecules or ions with the total composition C4H11NO2, computed with wB97M-V/def2-TZVPD.

Properties
LUMO energy in eV: 0.22
Energy relative to the best compared isomer or geometry (same formula, charge and spin) in kJ/mol: 74.4
Kohn-Sham gap in hartree: 0.311

XYZ file:
```
18
Properties=species:S:1:pos:R:3:forces:R:3
C 0.94492 2.70896 -0.91424 0.22 0.27 -0.18
H -1.23240 -1.83590 -1.20310 -0.13 -0.12 0.08
O -0.71593 1.13283 -0.30388 -0.38 -0.56 0.47
H 0.33273 3.59938 -0.76932 -0.09 -0.07 0.18
C 0.07304 -1.77152 0.41451 0.79 0.01 0.57
H -1.98868 -1.76235 0.29520 -0.11 0.00 -0.18
H -0.71162 -1.41873 2.37938 0.15 -0.06 0.16
O 0.14932 0.97813 -2.35068 0.06 -0.18 0.16
H 1.52335 2.53043 -0.00779 -0.12 0.02 0.10
C 0.06780 1.51316 -1.23609 -0.06 -0.19 -0.51
H 0.90407 -1.42784 -0.19761 -0.23 0.07 -0.29
H 0.16274 -2.85087 0.53296 -0.16 -0.05 -0.21
H -1.24271 -0.38844 -0.40857 0.46 1.54 0.12
C 0.14732 -1.10576 1.77755 -0.59 0.26 0.00
H 1.06363 -1.36220 2.30255 0.01 -0.17 -0.06
H 1.63405 2.92349 -1.72822 -0.02 -0.14 -0.07
H 0.09151 -0.02142 1.68158 0.04 -0.02 -0.13
N -1.20314 -1.44135 -0.26422 0.15 -0.61 -0.23
```
Forces are in eV/Å.

C4H11NO2 in the gas phase, computed with wB97M-V/def2-TZVPD.

Properties
LUMO energy in eV: 0.85
Energy relative to the best compared isomer or geometry (same formula, charge and spin) in kJ/mol: 274.0
Kohn-Sham gap in hartree: 0.360

XYZ file:
```
18
Properties=species:S:1:pos:R:3:forces:R:3
C -0.56100 -1.51224 2.49868 0.61 2.75 2.63
O 0.89254 1.84905 -2.62159 -1.38 -1.52 3.03
H -0.07673 0.51623 1.82666 -0.50 -1.34 -1.01
H -1.71888 -0.99095 0.13033 -0.80 0.09 -0.30
O -1.69654 -0.23793 0.73077 1.34 -0.44 -0.15
H -0.82519 1.44562 -1.20384 1.98 -0.79 -0.92
H 1.56671 -1.12401 0.94119 -0.95 0.79 -1.67
H -1.51646 -1.36762 3.13880 1.12 -0.20 -1.82
C 0.12782 0.90838 -1.64961 -0.39 0.71 -1.20
H 1.62081 0.86591 -0.23862 1.37 1.94 0.92
H -0.14315 0.11315 -2.34888 -0.64 0.19 0.21
H 1.11725 2.56678 -2.01243 0.15 0.19 -0.49
H 0.19824 -1.25723 3.37723 -0.90 -0.85 -2.11
C 0.67172 -0.81513 0.26248 0.65 -0.21 0.33
H 0.44488 -1.71718 -0.34180 -0.30 0.24 0.47
C -0.38565 -0.47384 1.31576 -1.02 1.28 2.05
H -0.45449 -2.50746 2.16059 0.06 -1.21 -0.12
N 1.01452 0.27498 -0.69521 -0.42 -1.62 0.16
```
Forces are in eV/Å.

2 unconnected molecules or ions with the total composition C4H11NO2, computed with wB97M-V/def2-TZVPD.

Properties
LUMO energy in eV: 0.31
Energy relative to the best compared isomer or geometry (same formula, charge and spin) in kJ/mol: 197.6
Kohn-Sham gap in hartree: 0.342

XYZ file:
```
18
Properties=species:S:1:pos:R:3:forces:R:3
C 1.76025 -0.41832 0.45453 1.39 0.63 2.22
H 0.35869 -0.49169 -0.90176 -2.54 -0.42 -1.31
H -2.46390 -0.17407 -1.13801 0.21 0.11 -0.13
H 2.22833 -1.42261 0.47494 -0.53 -0.19 -0.28
H -2.02743 1.83795 -0.09206 -0.01 -0.01 0.03
C 2.45129 0.55916 -0.45425 -0.62 0.08 -0.43
H -0.49781 1.40652 0.33576 -0.20 -0.03 0.08
H 1.89172 1.49239 -0.51778 0.04 -0.03 -0.05
C -1.78950 -0.91071 0.84418 -0.06 1.34 -2.02
H 2.58659 0.12688 -1.44603 0.05 0.07 -0.07
O -0.53843 -0.67777 -1.34752 2.70 -0.24 0.17
H -2.73259 -0.51582 1.21209 -0.25 -0.14 0.11
O 0.99845 -0.09197 1.34904 0.54 -0.26 -1.12
C -1.52069 -0.07596 -0.59426 -0.90 -1.19 3.10
H -1.04785 -0.75368 1.61971 0.17 0.09 -0.27
N -1.21626 1.30641 -0.37527 0.10 0.56 -0.10
H 3.44287 0.77029 -0.04793 -0.02 -0.17 0.12
H -1.88373 -1.96702 0.62461 -0.08 -0.21 -0.05
```
Forces are in eV/Å.

Question: Which value of Kohn-Sham gap does entry 3 give?
Answer: 0.342 hartree

Copy entry 1 word for word.
2 unconnected molecules or ions with the total composition C4H11NO2, computed with wB97M-V/def2-TZVPD.

Properties
LUMO energy in eV: 0.22
Energy relative to the best compared isomer or geometry (same formula, charge and spin) in kJ/mol: 74.4
Kohn-Sham gap in hartree: 0.311

XYZ file:
```
18
Properties=species:S:1:pos:R:3:forces:R:3
C 0.94492 2.70896 -0.91424 0.22 0.27 -0.18
H -1.23240 -1.83590 -1.20310 -0.13 -0.12 0.08
O -0.71593 1.13283 -0.30388 -0.38 -0.56 0.47
H 0.33273 3.59938 -0.76932 -0.09 -0.07 0.18
C 0.07304 -1.77152 0.41451 0.79 0.01 0.57
H -1.98868 -1.76235 0.29520 -0.11 0.00 -0.18
H -0.71162 -1.41873 2.37938 0.15 -0.06 0.16
O 0.14932 0.97813 -2.35068 0.06 -0.18 0.16
H 1.52335 2.53043 -0.00779 -0.12 0.02 0.10
C 0.06780 1.51316 -1.23609 -0.06 -0.19 -0.51
H 0.90407 -1.42784 -0.19761 -0.23 0.07 -0.29
H 0.16274 -2.85087 0.53296 -0.16 -0.05 -0.21
H -1.24271 -0.38844 -0.40857 0.46 1.54 0.12
C 0.14732 -1.10576 1.77755 -0.59 0.26 0.00
H 1.06363 -1.36220 2.30255 0.01 -0.17 -0.06
H 1.63405 2.92349 -1.72822 -0.02 -0.14 -0.07
H 0.09151 -0.02142 1.68158 0.04 -0.02 -0.13
N -1.20314 -1.44135 -0.26422 0.15 -0.61 -0.23
```
Forces are in eV/Å.